{
  "formula": "C50H52F9MgN6O4PS2",
  "method": "wB97M-V/def2-TZVPD",
  "spin_multiplicity": 1,
  "gap_ev": 8.0194,
  "total_charge": 2,
  "energy_ha": -4802.2902,
  "e_homo_ev": -13.3,
  "species": ["Mg", "C", "C", "C", "C", "C", "C", "C", "C", "C", "C", "C", "C", "H", "H", "H", "H", "H", "H", "H", "H", "H", "H", "H", "H", "H", "H", "H", "H", "H", "H", "C", "N", "C", "C", "N", "C", "S", "C", "C", "C", "C", "C", "N", "H", "H", "H", "H", "H", "H", "H", "H", "H", "C", "C", "S", "O", "O", "C", "C", "N", "C", "N", "C", "C", "N", "O", "O", "C", "H", "H", "H", "H", "H", "H", "H", "H", "H", "H", "H", "H", "H", "F", "C", "F", "F", "C", "C", "C", "C", "C", "C", "P", "C", "C", "C", "C", "C", "C", "C", "F", "F", "F", "C", "C", "C", "C", "C", "C", "C", "F", "F", "F", "H", "H", "H", "H", "H", "H", "H", "H", "H", "H", "H", "H"],
  "xyz": [[-0.160084, -0.343791, 0.175924], [-0.855959, 3.207112, 1.279765], [-1.289771, 2.558928, -0.018786], [-2.310264, 1.587069, -0.004532], [-2.925900, 1.170363, 1.315616], [-2.960323, 1.236911, -1.202626], [-4.132703, 0.287997, -1.137458], [-2.623921, 1.889135, -2.394505], [-3.457833, 1.651797, -3.627542], [-1.579020, 2.829241, -2.408108], [-1.283012, 3.641030, -3.647865], [-0.862465, 3.101611, -1.239356], [0.313621, 4.051913, -1.273744], [-0.207706, 2.574678, 1.882122], [-1.734688, 3.441491, 1.880604], [-0.331999, 4.141640, 1.103781], [-3.808954, 1.789007, 1.505740], [-2.246667, 1.306047, 2.152960], [-3.263804, 0.137228, 1.311496], [-4.528380, 0.048710, -2.118545], [-4.942061, 0.733351, -0.553521], [-3.867622, -0.649369, -0.645836], [-4.452743, 2.082274, -3.489068], [-3.580545, 0.595838, -3.852264], [-3.023936, 2.108044, -4.511575], [-0.665220, 3.099854, -4.370012], [-0.760530, 4.560688, -3.402550], [-2.204978, 3.932752, -4.146748], [-0.008059, 5.093486, -1.191669], [0.878046, 3.951927, -2.199342], [1.001447, 3.860798, -0.451285], [-3.086463, -3.825339, 2.818880], [-1.654666, -3.895519, 2.586290], [-0.773347, -4.699357, 3.282318], [0.444970, -4.522449, 2.750742], [0.313337, -3.602149, 1.710437], [-0.995921, -3.219736, 1.624551], [-1.771832, -2.157530, 0.560712], [1.365716, -3.302596, 0.812589], [2.325643, -4.282545, 0.580876], [3.380730, -3.999482, -0.263898], [3.452657, -2.739605, -0.838816], [2.446386, -1.839359, -0.559974], [1.400324, -2.103500, 0.236885], [-3.298626, -4.195992, 3.818214], [-3.624918, -4.431078, 2.090863], [-3.428320, -2.796518, 2.727912], [-1.089497, -5.319816, 4.102575], [1.390372, -4.946989, 3.037945], [2.235810, -5.254657, 1.042645], [4.128302, -4.753635, -0.468532], [4.266668, -2.464569, -1.494342], [2.479092, -0.846686, -0.988814], [-2.765578, -0.991939, -9.689214], [-2.512424, -0.130316, -8.461867], [-1.766695, -1.110800, -7.142150], [-2.725736, -1.358846, -6.085230], [-1.072199, -2.246069, -7.679890], [-0.510357, -0.018832, -6.396171], [0.305895, -0.878670, -5.420820], [0.394763, -0.343480, -4.054954], [-0.294600, -0.774520, -2.980806], [0.123234, -0.146309, -1.874700], [1.069379, 0.753315, -2.261846], [1.243931, 0.653968, -3.607124], [2.098958, 1.470971, -4.416556], [2.765145, 2.288631, -3.812267], [2.094394, 1.297639, -5.619722], [-1.338356, -1.822956, -3.029027], [-3.197915, -0.381942, -10.480136], [-3.456386, -1.802313, -9.461827], [-1.835691, -1.426892, -10.048830], [-3.424131, 0.292484, -8.043033], [-1.792864, 0.664077, -8.666199], [-1.060702, 0.768067, -5.884641], [0.110389, 0.402906, -7.182509], [1.316991, -0.992401, -5.794156], [-0.136922, -1.871540, -5.361511], [1.575340, 1.421165, -1.583196], [-0.893807, -2.820856, -2.995718], [-1.926652, -1.748596, -3.943186], [-2.000173, -1.716472, -2.174191], [5.646889, 5.284219, 2.128277], [5.095861, 4.873647, 3.276989], [6.081899, 4.502311, 4.103746], [4.471629, 5.926189, 3.833778], [4.114847, 3.747328, 3.057868], [3.696279, 3.004214, 4.156411], [2.760975, 1.999846, 3.989467], [2.231046, 1.747576, 2.724017], [2.673952, 2.482448, 1.630653], [3.615761, 3.487355, 1.792632], [1.027309, 0.398036, 2.490051], [2.026940, -0.989807, 3.167173], [1.675973, -1.756739, 4.272324], [2.480017, -2.815736, 4.669863], [3.636452, -3.105327, 3.964036], [4.019390, -2.324946, 2.881586], [3.216539, -1.269402, 2.492305], [4.426261, -4.335491, 4.323978], [3.845521, -5.418757, 3.733385], [4.436789, -4.562132, 5.638788], [5.686642, -4.278293, 3.890206], [-0.269713, 0.656071, 3.748200], [-0.464664, 1.850108, 4.433524], [-1.561850, 1.998501, 5.270584], [-2.459722, 0.954345, 5.425602], [-2.275155, -0.244766, 4.751175], [-1.194321, -0.380403, 3.901372], [-3.650860, 1.114056, 6.339324], [-3.359872, 0.689894, 7.578187], [-4.040470, 2.390300, 6.422347], [-4.694520, 0.390687, 5.899474], [4.110096, 3.206986, 5.135476], [2.446280, 1.412196, 4.843371], [2.278168, 2.274001, 0.642315], [3.963872, 4.061381, 0.944788], [0.784092, -1.539464, 4.842166], [2.204822, -3.414524, 5.528400], [4.937317, -2.538677, 2.350162], [3.520425, -0.648601, 1.656597], [0.222313, 2.678064, 4.319523], [-1.726971, 2.930448, 5.794182], [-2.987968, -1.048653, 4.878164], [-1.065887, -1.296620, 3.337881]],
  "forces_ev_per_angstrom": [[-0.2, -0.4, 0.0], [0.0, -0.1, -0.1], [0.0, -0.1, 0.0], [0.0, 0.2, 0.1], [0.0, 0.1, -0.1], [0.1, -0.1, 0.0], [0.1, 0.1, 0.0], [0.1, 0.0, 0.1], [0.1, 0.1, -0.1], [0.0, 0.0, 0.0], [0.0, 0.0, 0.0], [0.1, 0.0, 0.0], [-0.1, 0.0, 0.0], [0.0, 0.1, 0.1], [0.0, 0.0, 0.0], [0.0, 0.0, 0.0], [0.0, 0.0, 0.0], [0.0, 0.0, 0.0], [0.0, 0.0, 0.0], [0.0, 0.0, 0.0], [0.0, 0.0, 0.0], [0.0, 0.0, 0.0], [0.0, -0.1, -0.1], [0.0, -0.1, 0.0], [0.0, 0.0, 0.0], [0.0, 0.0, -0.1], [0.0, 0.0, 0.0], [0.0, 0.0, 0.0], [0.1, 0.0, 0.0], [0.0, 0.0, 0.0], [0.0, 0.0, 0.0], [-0.3, 0.0, 0.0], [0.3, 0.1, -0.1], [0.1, -0.1, 0.1], [0.0, -0.1, 0.0], [-0.3, 0.0, 0.2], [0.1, -0.2, 0.3], [-0.3, 0.2, -0.3], [0.2, 0.0, -0.3], [-0.1, 0.0, 0.1], [-0.1, 0.0, 0.0], [0.0, 0.0, 0.0], [0.1, -0.1, -0.1], [-0.1, 0.1, 0.0], [0.1, 0.0, 0.0], [0.1, 0.0, 0.0], [0.1, 0.0, 0.0], [0.0, 0.0, 0.0], [0.0, 0.0, 0.0], [0.0, 0.0, 0.0], [0.0, 0.0, 0.0], [0.0, 0.0, 0.0], [0.0, 0.0, 0.0], [0.0, -0.1, 0.0], [0.2, -0.2, 0.2], [0.0, 0.3, 0.4], [-0.1, 0.2, 0.0], [0.2, 0.0, -0.2], [-0.3, -0.3, -0.1], [-0.1, -0.1, -0.3], [-0.1, 0.4, -0.1], [0.2, -0.1, 0.1], [0.0, 0.1, 0.0], [0.2, 0.2, -0.4], [-0.2, -0.2, 0.4], [0.2, 0.1, 0.0], [-0.1, -0.1, -0.1], [-0.1, 0.0, 0.1], [-0.1, -0.1, -0.1], [0.0, 0.0, 0.0], [0.0, 0.0, 0.0], [0.0, 0.0, 0.0], [0.0, 0.0, 0.0], [-0.1, 0.1, -0.1], [0.0, 0.1, 0.0], [0.0, 0.0, 0.0], [0.0, -0.1, 0.0], [0.1, 0.0, 0.2], [0.0, 0.1, -0.1], [0.0, 0.0, 0.0], [0.0, 0.0, 0.0], [0.0, 0.0, 0.0], [0.0, 0.0, 0.1], [0.0, 0.1, 0.0], [-0.1, 0.0, -0.1], [0.1, -0.1, 0.0], [0.0, 0.0, 0.0], [0.0, 0.0, 0.0], [0.0, 0.0, 0.0], [-0.1, 0.0, -0.2], [-0.1, -0.1, 0.0], [0.1, 0.0, 0.0], [0.3, 0.1, 0.6], [-0.1, 0.0, -0.1], [0.0, 0.1, 0.0], [0.1, 0.0, 0.0], [0.0, 0.0, 0.0], [0.0, 0.1, 0.0], [0.0, 0.0, 0.1], [0.0, 0.0, 0.0], [0.1, 0.0, 0.1], [0.0, 0.0, -0.1], [-0.1, 0.0, 0.0], [-0.1, -0.1, -0.2], [0.0, 0.0, 0.1], [0.0, 0.0, 0.0], [-0.1, 0.1, 0.0], [0.0, 0.0, 0.0], [0.1, 0.0, 0.1], [0.0, 0.0, 0.1], [0.0, 0.0, 0.0], [0.0, -0.1, 0.0], [0.0, 0.0, 0.0], [0.0, 0.0, 0.0], [0.0, 0.0, 0.0], [0.0, 0.0, 0.0], [0.0, 0.0, 0.0], [0.0, 0.0, 0.0], [0.0, 0.0, 0.0], [0.0, 0.0, 0.0], [0.0, 0.0, 0.0], [0.0, 0.0, 0.0], [0.0, 0.0, 0.0], [0.0, 0.0, 0.0], [0.0, 0.0, 0.0]],
  "lowdin_charge": [0.505, -0.021, -0.192, -0.228, -0.047, -0.186, -0.023, -0.165, -0.023, -0.166, -0.017, -0.193, -0.038, 0.019, 0.101, 0.087, 0.116, 0.048, 0.043, 0.074, 0.104, 0.046, 0.109, 0.072, 0.063, 0.084, 0.078, 0.089, 0.109, 0.076, 0.056, -0.007, -0.105, 0.006, -0.016, 0.039, -0.657, 0.766, -0.245, 0.031, -0.005, -0.015, -0.127, 0.061, 0.106, 0.110, 0.074, 0.144, 0.120, 0.127, 0.133, 0.125, 0.100, -0.107, -0.275, 0.661, -0.331, -0.289, -0.190, -0.117, 0.084, -0.269, 0.045, -0.061, -0.115, -0.322, 0.113, 0.115, 0.033, 0.088, 0.089, 0.080, 0.105, 0.100, 0.099, 0.105, 0.136, 0.116, 0.122, 0.111, 0.072, 0.040, 0.154, -0.589, 0.161, 0.161, -0.089, 0.026, -0.060, -0.370, -0.082, 0.018, 1.090, -0.339, -0.054, -0.001, -0.110, 0.011, -0.090, -0.579, 0.122, 0.169, 0.165, -0.371, -0.058, 0.030, -0.092, 0.013, -0.119, -0.588, 0.165, 0.160, 0.147, 0.138, 0.124, 0.083, 0.131, 0.105, 0.137, 0.134, 0.111, 0.114, 0.137, 0.127, 0.076]
}